6
Properties=species:S:1:pos:R:3 method="wB97M-V/def2-TZVPD" energy_ev=-28623.8207 smiles=N#CC(Cl)Cl orbital_gap_ev=11.99 homo_energy_ha=-0.4328 max_force_ha_per_bohr=0.134 de_lowest_kcal_mol=12.2
Cl -0.34991 1.87473 -0.32820
Cl -1.85232 -0.67819 -0.34339
N 2.01531 -0.84926 -0.34527
C -0.35079 0.17033 0.11869
C 0.85002 -0.50845 -0.36733
H -0.31231 -0.00916 1.26549


43
Properties=species:S:1:pos:R:3 method="wB97M-V/def2-TZVPD" energy_ev=-29359.2268 smiles="[H]/N=C(/N)NCCC[C@H](N)C(=O)N[C@@H](Cc1c[nH]cn1)C(=O)O" orbital_gap_ev=8.94 homo_energy_ha=-0.3167 max_force_ha_per_bohr=0.054 de_lowest_kcal_mol=14.9
O 2.77261 0.47375 3.77095
O 2.76115 1.67784 1.86683
O -1.32708 -1.18043 1.36689
N 2.68078 -0.20904 -2.40645
N 0.08570 0.56982 1.61331
N -1.23579 -0.72232 -2.33319
N 2.20113 0.76978 -0.52458
N -1.68980 2.43143 1.05376
N -3.29963 -1.88994 -2.39368
N -1.51673 -2.63895 -1.10175
C -2.09834 -1.73891 -1.96534
C 1.80191 -1.23240 1.03019
C -3.14198 0.76152 -0.06373
C 1.24954 -0.27672 2.06163
C 2.31652 0.65629 2.68137
C -2.67065 1.17017 -1.46320
C 2.42724 -1.20730 -1.50627
C -1.30303 0.63252 -1.85846
C 2.54244 0.93234 -1.77478
C 2.14688 -0.60953 -0.32501
C -1.13447 0.02118 1.34821
C -2.26785 1.07944 1.13837
H -2.86599 0.92768 2.04142
H -0.94849 1.18393 -2.74793
H 0.84256 -0.88712 2.87483
H -3.40029 0.88129 -2.25273
H -2.44124 3.07921 0.82439
H -1.15155 -2.21043 -0.24058
H -3.36823 -0.30577 -0.09956
H -0.30698 -1.08750 -2.31094
H 2.51819 -2.28095 -1.73261
H -1.36299 2.71532 1.98780
H -0.61681 0.84124 -1.05165
H 2.47668 1.55446 0.89229
H -2.63081 2.25905 -1.55251
H 2.70617 -1.68752 1.46957
H 2.63611 1.93456 -2.20890
H 1.07342 -2.02274 0.83797
H -2.16009 -3.38793 -0.88981
H 2.91990 -0.28192 -3.37370
H -4.13649 1.24744 0.07386
H 0.22538 1.54859 1.31727
H -3.45071 -1.09712 -3.06582


52
Properties=species:S:1:pos:R:3 method="wB97M-V/def2-TZVPD" energy_ev=-37101.6587 total_charge=+1 orbital_gap_ev=8.19 homo_energy_ha=-0.3902 max_force_ha_per_bohr=0.008 de_lowest_kcal_mol=0.0
Pt 0.31025 0.14512 0.46383
F -3.14772 -2.77052 1.55364
F -5.57580 -2.71244 0.49669
F -1.66701 0.22526 -1.82698
F -4.12584 0.36336 -2.74490
N -1.31432 1.39067 0.91164
N 1.73142 -1.40034 0.28610
N -1.01694 -1.34760 0.49888
N 1.73574 1.73127 0.17547
C 1.13066 -1.75799 -2.17983
C -2.62226 -0.47820 -1.17166
C -0.28949 3.63939 1.17133
C 3.92573 -0.18594 1.01270
C 2.20490 -1.62980 -1.11523
C -0.44578 -2.68713 0.43891
C 1.00547 -2.60871 0.82225
C -1.44205 2.83225 0.57732
C 2.95721 -1.34035 1.16184
C -4.93348 -1.16471 -1.14800
C -3.35235 -2.01318 0.46699
C 0.77308 4.03355 0.14639
C -3.90629 -0.41883 -1.68273
C 1.30348 2.87396 -0.67954
C -2.28717 -1.26202 -0.05344
C -4.62442 -1.97202 -0.07163
H -1.34322 1.29697 1.92626
H 1.60297 -1.68101 -3.15900
H 2.86630 -0.79780 -1.36210
H 2.83206 -2.52713 -1.10251
H 0.38187 -0.96957 -2.09877
H 4.78823 -0.41126 1.64034
H 2.45027 1.22842 -0.34246
H 4.30280 -0.04608 -0.00022
H -1.47721 2.91203 -0.50887
H -2.15222 0.91151 0.58699
H -0.67100 4.53796 1.65424
H 1.05765 -2.52564 1.90597
H 1.60478 4.52598 0.65730
H 3.49341 -2.27550 0.97198
H 3.51445 0.74258 1.39712
H 0.62657 -2.72021 -2.13978
H -0.91934 -3.37507 1.14337
H 2.61419 -1.37077 2.19331
H 1.54788 -3.50961 0.52241
H -5.93310 -1.12512 -1.55435
H 0.17171 3.04904 1.96989
H 0.55888 2.48991 -1.37683
H -2.40286 3.18319 0.95494
H 2.21749 2.10223 0.98855
H -0.57823 -3.11943 -0.55774
H 2.15329 3.21916 -1.27075
H 0.36535 4.77016 -0.54932


18
Properties=species:S:1:pos:R:3 method="wB97M-V/def2-TZVPD" energy_ev=-18255.1582 smiles="S=C1[C@@H]2CCC[C@H]1C2" orbital_gap_ev=8.58 homo_energy_ha=-0.3078 max_force_ha_per_bohr=0.033 de_lowest_kcal_mol=24.4
S 3.12050 0.18829 -0.45862
C 0.08494 -0.55491 1.43766
C 0.62018 0.82485 0.81026
C 1.61350 -0.08645 0.07365
C -0.40254 1.45163 -0.13375
C 0.59688 -1.19706 0.12821
C -1.23190 0.34130 -0.83249
C -0.41237 -0.95928 -1.01140
H -0.95250 -0.70723 1.66764
H 0.08374 2.04462 -0.92781
H 0.65814 -0.83143 2.35999
H -1.09545 2.11721 0.39840
H 0.10408 -0.95990 -1.99516
H 1.10497 1.52882 1.41843
H 0.98840 -2.23323 0.17808
H -2.16297 0.11633 -0.26709
H -1.14065 -1.78342 -1.03483
H -1.57695 0.69986 -1.81116


20
Properties=species:S:1:pos:R:3 method="wB97M-V/def2-TZVPD" energy_ev=-10404.7151 smiles=C[C@H]1[C@H](N)[C@@H](N)[C@@H]1O orbital_gap_ev=9.36 homo_energy_ha=-0.3156 max_force_ha_per_bohr=0.110 de_lowest_kcal_mol=85.5
O 0.72127 1.17922 -1.97753
N -0.66085 -1.70109 1.37197
N -2.24972 0.65395 -0.40463
C -0.26304 -0.44852 0.80596
C 1.01077 -0.22777 -0.00799
C 0.25182 0.90613 -0.72681
C -0.96323 0.06532 -0.58789
C 2.39442 -0.05578 0.63963
H -1.34927 -1.38942 1.89730
H -3.10901 0.16608 -0.11253
H 2.60568 0.79859 1.44864
H -0.03603 1.61690 -2.40682
H -0.92833 -0.75521 -1.44390
H -1.01603 -2.36286 0.75270
H 3.07967 0.04998 -0.16840
H 2.44981 -0.80248 1.33411
H -2.47579 1.22763 -1.19161
H -0.44695 0.27300 1.59856
H 0.93178 -1.02020 -0.70742
H 0.05301 1.82653 -0.11336


55
Properties=species:S:1:pos:R:3 method="wB97M-V/def2-TZVPD" energy_ev=-42213.4139 total_charge=+1 orbital_gap_ev=5.57 homo_energy_ha=-0.3850 max_force_ha_per_bohr=0.044
S 3.01676 0.70993 0.04005
N 0.34872 0.22604 -0.18354
N 1.50819 1.47305 -1.86349
C -1.55824 -1.83242 -0.93115
C -0.17650 -1.34979 1.87223
C -2.39474 -0.68484 2.76428
C -1.53516 1.95656 3.04140
C 0.53922 -3.54387 1.90809
C -2.46500 -2.86511 -0.69002
C -0.65975 1.00052 2.52818
C -2.84698 1.60449 3.37833
C 1.30626 -1.27310 1.89952
C -0.73733 0.76799 -2.35817
C 5.42866 2.45663 -2.75303
C 3.10356 2.57343 -3.43619
C -0.56692 -2.71922 1.88015
C -1.93027 -0.51526 -0.66295
C 4.45474 2.82650 -3.69552
C -3.27545 0.27795 3.24248
C -3.24087 -0.20028 -0.30998
C -3.77447 -2.56194 -0.28775
C 5.08359 1.82618 -1.54787
C 1.42285 0.79160 -0.68125
C -0.89778 0.56921 -0.85907
C -1.07613 -0.33796 2.36143
C 2.77758 1.91579 -2.24668
C 0.34311 1.75190 -2.69260
C -4.16153 -1.23016 -0.10410
C 1.81003 -2.75136 1.93293
C 3.73980 1.53703 -1.31409
H 4.74614 3.31242 -4.62478
H 2.32443 2.87355 -4.14312
H -1.17737 2.98018 3.16092
H -4.29636 -0.01245 3.50185
H -2.73878 -1.72260 2.70912
H -2.13983 -3.90359 -0.81221
H -3.50205 0.84874 -0.17300
H 0.01371 2.78710 -2.51953
H 0.49778 -4.62945 1.97971
H 0.64715 1.61780 -3.73298
H -4.49029 -3.36869 -0.11430
H -0.54233 -2.03944 -1.27121
H 2.45741 -2.92488 2.80173
H -0.50537 -0.20305 -2.81358
H -1.29550 1.51079 -0.43167
H 1.69093 -0.63519 2.70471
H -3.54796 2.36713 3.72247
H 5.81122 1.54612 -0.79249
H 0.36881 1.25635 2.26219
H 6.47285 2.66429 -2.96395
H -1.69804 1.11756 -2.75625
H -1.59830 -3.06472 1.88494
H -5.17931 -0.98325 0.20592
H 2.41250 -2.93896 1.03342
H 1.68261 -0.85521 0.95050


18
Properties=species:S:1:pos:R:3 method="wB97M-V/def2-TZVPD" energy_ev=-18699.5422 total_charge=+1 orbital_gap_ev=7.98 homo_energy_ha=-0.4933 max_force_ha_per_bohr=0.091 de_lowest_kcal_mol=54.6
S 1.89005 -0.44040 0.42947
N 0.65596 1.40962 -0.86573
C -0.97246 -0.16077 0.21189
C 2.00753 1.79064 -0.79622
C 2.70470 0.96483 -0.08164
C -2.28319 0.18564 -0.11547
C -0.99165 -1.11592 1.41838
C 0.41581 0.08823 -0.37441
H 2.54114 2.65924 -1.25355
H -0.57836 -1.97249 -1.11312
H -1.28010 -0.66973 2.38636
H -2.95715 0.00359 0.70158
H 3.75796 1.06397 0.14025
H -0.58162 -2.68913 -1.33579
H -0.01494 -1.48422 1.77279
H -0.14784 2.01443 -1.13287
H -1.51785 -2.01831 1.09572
H -2.64798 0.37078 -1.08763


84
Properties=species:S:1:pos:R:3 method="wB97M-V/def2-TZVPD" energy_ev=-181750.3265 total_charge=-1 orbital_gap_ev="6.14 / 6.43" homo_energy_ha="-0.1324 / -0.1495" multiplicity=4 max_force_ha_per_bohr=0.063 de_lowest_kcal_mol=0.0
Re -0.13245 0.47515 0.86779
Se 1.98787 -0.23406 1.82002
Cl 0.62463 2.60487 4.07721
Cl 0.84488 4.23534 1.35259
Cl -2.01833 3.25487 2.39418
S -2.46096 -0.29088 -0.37450
P 1.39787 1.40285 -2.10371
P -1.26539 -1.12899 2.31644
Si -0.05361 2.53224 2.11041
O -3.11999 -0.37192 -1.64977
O -2.14418 1.06412 0.05683
O -1.30597 -1.19585 -0.23223
N 0.60544 1.25540 -0.77958
C -1.17172 -0.68421 6.90636
C -0.75279 -1.88319 6.35513
C -1.61237 0.33919 6.08260
C -5.25204 -2.02658 2.77161
C 2.24124 -0.30402 -4.33363
C -3.61683 -0.90668 0.86100
C 2.88880 3.73996 -1.54657
C -1.02320 -4.89826 0.74554
C 3.58875 1.69440 -0.43345
C 1.08792 -4.40506 1.75644
C 3.11933 2.24674 -1.77411
C -5.78371 -1.63088 1.55159
C -1.63088 0.15372 4.71419
C -0.77994 -2.07166 4.98375
C 4.21239 2.05078 -2.81987
C -0.73396 -2.83964 1.95348
C 2.59594 -1.08627 -1.97210
C -1.21849 -1.05161 4.14904
C 0.35521 -1.12054 -2.93234
C 1.16647 3.00819 -4.53426
C 1.66581 -0.33059 -2.91915
C -4.96340 -1.05224 0.59522
C -3.07197 -1.29369 2.07767
C -0.14833 3.70566 -2.49932
C -3.90786 -1.85142 3.04442
C -0.84208 1.74061 -3.79020
C 0.38357 2.52339 -3.31444
C 0.57618 -3.21632 2.24761
C -1.53863 -3.70760 1.22155
C 0.29665 -5.24147 0.98813
H 3.09013 0.36556 -4.41803
H 2.58064 -1.30616 -4.60097
H -5.88757 -2.48944 3.51309
H 2.12197 -4.65316 1.94722
H 2.81171 1.84628 0.31350
H 5.07172 2.65938 -2.53684
H -1.93348 1.28210 6.50167
H -6.83641 -1.77261 1.35266
H 4.54634 1.01856 -2.85463
H -1.03305 4.12284 -2.98220
H 2.59611 -2.14836 -2.21937
H -0.43400 3.36116 -1.50585
H 3.80845 0.63515 -0.45616
H -0.40358 -2.68190 6.99655
H -5.34078 -0.73139 -0.36546
H 1.51021 2.17405 -5.14141
H -0.09321 -1.14154 -1.94346
H -1.34162 1.25854 -2.94996
H -1.65096 -5.55330 0.15782
H -2.56221 -3.44428 0.98683
H 2.72646 4.29173 -2.46810
H 2.04943 3.88795 -0.87390
H 0.70974 -6.15286 0.57458
H -0.58501 0.99489 -4.53979
H -0.38366 -0.73540 -3.62513
H -1.14572 -0.54557 7.97734
H 3.62086 -0.73409 -2.02452
H 0.57599 4.50510 -2.39288
H 1.48689 -0.01161 -5.06133
H 2.23998 -0.98003 -0.94734
H -1.97155 0.95350 4.06918
H 0.56813 -2.15206 -3.22396
H 4.48528 2.21468 -0.10301
H 1.21362 -2.55220 2.81713
H 0.51998 3.63436 -5.15238
H -3.50022 -2.15939 3.99572
H 3.90120 2.35847 -3.81402
H 3.76543 4.16862 -1.06131
H -0.45737 -3.01470 4.56535
H 2.02901 3.60105 -4.24525
H -1.55876 2.42223 -4.25293


14
Properties=species:S:1:pos:R:3 method="wB97M-V/def2-TZVPD" energy_ev=-6780.8160 orbital_gap_ev="10.05 / 5.65" homo_energy_ha="-0.3511 / -0.3465" multiplicity=2 max_force_ha_per_bohr=0.035 de_lowest_kcal_mol=14.4
O -0.58465 0.25589 -1.41749
O 0.29731 -1.55100 -0.22622
N -2.45485 0.27394 0.77495
C 2.28907 0.52913 0.54497
H 3.17669 0.92214 0.03942
H -3.26188 -0.32832 0.70515
H -0.13760 -0.77243 -0.82241
H -2.77086 1.13312 1.20035
H 2.49525 -0.50776 0.79100
H 1.40778 0.58529 -0.06517
H 0.06229 -2.42856 -0.53362
H -1.94680 0.35240 -0.09705
H 2.15445 1.09651 1.46771
H -0.72620 0.43965 -2.36158


11
Properties=species:S:1:pos:R:3 method="wB97M-V/def2-TZVPD" energy_ev=-18444.7529 orbital_gap_ev=12.06 homo_energy_ha=-0.4059 max_force_ha_per_bohr=0.092 de_lowest_kcal_mol=78.4
Cl -2.20193 0.93079 1.31380
F -0.06578 -0.79692 1.43963
C -0.48055 -0.09638 -0.50840
C -0.50646 0.33355 0.91680
C 1.03694 -0.23435 -0.81521
H 1.10119 1.02531 -0.42175
H 1.56702 -0.58379 -1.87934
H -1.11217 -1.06275 -0.25683
H -1.08609 0.53050 -1.26954
H 0.31373 0.98005 1.28143
H 1.43410 -1.02600 0.19940


10
Properties=species:S:1:pos:R:3 method="wB97M-V/def2-TZVPD" energy_ev=-23693.8094 smiles=Pn1cpcn1 orbital_gap_ev=8.39 homo_energy_ha=-0.3235 max_force_ha_per_bohr=0.095 de_lowest_kcal_mol=25.6
P -2.26753 0.20775 -0.02196
P 2.29803 0.13118 0.13808
N 0.21401 -1.36421 -0.24198
N -0.19220 -0.18224 0.08135
C 1.49193 -1.40563 -0.26801
C 0.71231 0.76336 0.28036
H 2.02535 -2.37235 -0.40080
H -2.21233 1.27177 -1.19729
H 0.22435 1.65218 0.73466
H -2.29391 1.29819 0.89558


17
Properties=species:S:1:pos:R:3 method="wB97M-V/def2-TZVPD" energy_ev=-25451.5960 total_charge=+1 smiles=C[C@H](F)Cc1nnn(Cl)[nH+]1 orbital_gap_ev=10.84 homo_energy_ha=-0.5855 max_force_ha_per_bohr=0.018
Cl -4.14426 -0.51715 1.41588
F 1.57040 -1.52708 -0.96132
N -1.67887 -0.12767 0.55868
N -2.00792 0.62132 -1.44499
N -2.99376 -0.04497 0.29291
N -3.18932 0.40305 -0.89477
C -1.06256 0.33500 -0.54231
C 0.39569 0.49018 -0.74468
C 1.27529 -0.55943 -0.03362
C 2.55414 0.04044 0.51989
H -1.28129 -0.46008 1.42575
H 2.29402 0.82587 1.22134
H 3.12249 -0.73461 1.01900
H 3.13155 0.43854 -0.30745
H 0.56290 0.37676 -1.81149
H 0.69781 1.50312 -0.49684
H 0.75368 -1.06326 0.78402